ORCA calculation (wB97M-V/def2-TZVPD) on a molecular structure, C32H35BrFeN4OS5Si2.

The HOMO energy (spin up / spin down) comes out at -0.5 / -1.5 eV. Its spin multiplicity is 5. The net charge is -2. For the orbital gap (spin up / spin down), the calculation gives 0.1623 / 0.1993 hartree.

Last column: Löwdin spin population.
Atoms and positions in Å:
Fe (0.276, -0.278, -0.218)  2.727
Br (0.571, -7.759, 0.108)  -0.003
C (0.241, -5.893, -0.207)  0.005
C (-0.699, -5.535, -1.163)  0.092
C (-0.920, -4.189, -1.405)  0.019
C (-0.219, -3.182, -0.715)  0.059
O (-0.382, -1.940, -1.046)  0.096
C (0.691, -3.582, 0.322)  0.015
C (1.332, -2.641, 1.167)  0.275
N (1.116, -1.316, 1.182)  0.070
C (1.656, -0.543, 2.180)  0.046
C (2.578, -0.959, 3.154)  0.087
C (2.930, -0.119, 4.208)  0.004
C (2.374, 1.135, 4.362)  0.091
C (1.467, 1.613, 3.390)  0.004
C (0.849, 2.877, 3.449)  0.030
C (-0.021, 3.256, 2.451)  0.009
C (-0.255, 2.389, 1.386)  0.039
N (0.323, 1.206, 1.295)  0.048
C (1.146, 0.791, 2.278)  0.002
C (0.929, -4.957, 0.528)  0.084
H (-1.244, -6.296, -1.705)  0.006
H (-1.638, -3.875, -2.152)  -0.001
H (2.002, -3.069, 1.906)  0.021
H (3.038, -1.935, 3.101)  0.011
H (3.655, -0.471, 4.934)  -0.002
H (2.629, 1.758, 5.211)  0.006
H (1.064, 3.529, 4.288)  0.001
H (-0.509, 4.221, 2.474)  0.000
H (-0.923, 2.651, 0.574)  0.002
H (1.644, -5.261, 1.282)  0.003
C (-3.930, -1.798, 1.462)  0.003
Si (-2.707, -0.340, 1.608)  0.014
C (-1.621, -0.866, 3.063)  0.000
C (-3.706, 1.177, 2.217)  0.003
N (-1.836, 0.007, 0.186)  0.086
C (-2.417, 0.310, -1.006)  0.010
C (-3.804, 0.419, -1.244)  0.009
C (-4.312, 0.705, -2.500)  0.016
C (-3.454, 0.922, -3.572)  0.003
C (-2.085, 0.847, -3.367)  0.013
C (-1.550, 0.528, -2.116)  -0.013
N (-0.193, 0.459, -1.877)  -0.017
Si (0.946, -0.425, -2.881)  0.003
C (1.840, 0.770, -4.083)  -0.004
C (2.373, -1.538, -2.258)  0.004
C (-0.044, -1.578, -4.041)  0.005
H (-4.521, -1.909, 2.377)  0.000
H (-3.370, -2.724, 1.305)  0.000
H (-4.623, -1.694, 0.624)  0.000
H (-2.222, -1.389, 3.812)  0.000
H (-1.132, -0.023, 3.556)  0.000
H (-0.843, -1.552, 2.728)  0.001
H (-3.788, 1.189, 3.308)  0.000
H (-4.717, 1.203, 1.804)  0.000
H (-3.202, 2.096, 1.909)  0.000
H (-4.484, 0.274, -0.412)  0.000
H (-5.385, 0.774, -2.645)  0.001
H (-3.850, 1.150, -4.554)  0.000
H (-1.392, 1.039, -4.180)  0.001
H (2.622, 1.342, -3.583)  0.000
H (1.145, 1.480, -4.538)  0.000
H (2.310, 0.195, -4.888)  -0.001
H (3.246, -0.950, -1.977)  0.000
H (2.662, -2.215, -3.068)  0.001
H (2.101, -2.153, -1.402)  0.001
H (-1.115, -1.440, -3.899)  0.000
H (0.186, -2.624, -3.829)  0.000
H (0.187, -1.380, -5.092)  0.001
C (4.005, 4.092, 1.595)  0.000
S (4.435, 3.734, -0.138)  0.000
C (2.847, 3.872, -0.864)  0.003
C (2.002, 2.829, -1.096)  0.002
S (2.379, 1.214, -0.663)  -0.001
S (0.484, 3.311, -1.890)  0.004
C (0.845, 5.007, -2.070)  0.001
S (-0.167, 6.069, -2.830)  0.000
S (2.358, 5.473, -1.387)  0.002
H (4.937, 4.130, 2.158)  0.000
H (3.362, 3.301, 1.975)  0.000
H (3.497, 5.054, 1.643)  0.000


ORCA calculation (wB97M-V/def2-TZVPD) on a molecular structure, C32H35F6FeN9O8S3.

The HOMO energy (spin up / spin down) comes out at -5.5 / -5.5 eV. Its spin multiplicity is 6. The net charge is -1. For the orbital gap (spin up / spin down), the calculation gives 0.2949 / 0.2627 hartree.

Last column: Löwdin spin population.
Atoms and positions in Å:
Fe (0.208, -0.072, 0.948)  4.226
C (4.912, -0.589, -0.727)  0.001
C (3.465, -0.240, -0.545)  0.007
N (2.498, -0.776, -1.162)  0.003
O (2.848, -1.782, -2.027)  0.002
C (3.038, 0.892, 0.354)  0.035
C (4.085, 1.970, 0.570)  0.012
N (1.897, 0.995, 0.870)  0.184
O (1.330, 3.007, 2.484)  0.004
H (5.013, -1.470, -1.353)  0.000
H (5.386, -0.780, 0.237)  0.000
H (5.449, 0.239, -1.194)  0.000
H (2.025, -1.897, -2.525)  0.000
H (4.417, 2.388, -0.384)  0.000
H (4.972, 1.567, 1.065)  0.002
H (3.669, 2.769, 1.180)  0.000
F (-5.153, 1.767, -0.888)  0.000
C (-4.145, 1.736, -1.767)  0.000
F (-4.653, 1.876, -2.992)  0.000
F (-3.356, 2.790, -1.517)  0.000
S (-3.227, 0.137, -1.587)  0.000
O (-2.807, 0.119, -0.213)  0.004
O (-4.159, -0.842, -2.049)  0.001
N (-2.063, 0.402, -2.616)  0.002
S (-0.538, 0.385, -2.357)  0.008
O (0.188, -0.620, -3.066)  0.001
O (-0.114, 0.691, -0.988)  0.055
C (-0.058, 1.952, -3.202)  0.003
F (-0.653, 3.009, -2.649)  0.000
F (-0.385, 1.910, -4.495)  0.001
F (1.264, 2.115, -3.106)  0.000
O (1.779, -2.641, 1.933)  0.003
C (0.912, -2.924, 1.128)  0.009
N (0.518, -4.211, 0.821)  0.005
C (-0.649, -4.208, -0.035)  0.004
C (-0.693, -2.702, -0.405)  0.012
O (-1.427, -2.245, -1.258)  0.009
N (0.190, -2.024, 0.360)  0.083
C (-0.484, -5.053, -1.294)  0.000
C (-1.504, -5.086, -2.243)  0.000
C (-1.362, -5.840, -3.395)  0.000
C (-0.206, -6.580, -3.614)  0.000
C (0.808, -6.555, -2.671)  0.000
C (0.671, -5.792, -1.517)  0.000
C (-1.920, -4.616, 0.716)  0.000
C (-1.889, -5.779, 1.482)  0.000
C (-3.010, -6.202, 2.178)  0.000
C (-4.185, -5.466, 2.112)  0.000
C (-4.224, -4.314, 1.345)  0.000
C (-3.102, -3.888, 0.646)  0.000
H (0.671, -4.904, 1.533)  0.000
H (-2.402, -4.503, -2.083)  0.000
H (-2.158, -5.845, -4.129)  0.000
H (-0.098, -7.168, -4.517)  0.000
H (1.717, -7.121, -2.833)  0.000
H (1.477, -5.751, -0.796)  0.000
H (-0.985, -6.377, 1.531)  0.000
H (-2.964, -7.108, 2.770)  0.000
H (-5.061, -5.791, 2.659)  0.000
H (-5.132, -3.725, 1.292)  0.000
H (-3.153, -2.984, 0.053)  0.000
C (0.717, -1.108, 7.134)  0.000
C (0.791, -0.768, 5.674)  0.002
C (1.961, -0.259, 5.109)  0.003
C (1.926, 0.037, 3.761)  0.009
N (0.825, -0.154, 3.055)  0.079
C (-0.270, -0.665, 3.666)  0.018
S (-1.579, -0.864, 2.576)  0.140
N (-0.317, -0.969, 4.968)  0.006
H (1.699, -1.082, 7.605)  0.000
H (0.278, -2.097, 7.258)  0.000
H (0.065, -0.395, 7.641)  0.000
H (2.855, -0.109, 5.695)  0.000
H (2.780, 0.437, 3.228)  0.001
C (-0.029, 2.869, 2.779)  0.002
C (-0.603, 4.266, 3.110)  0.002
N (-1.642, 4.667, 2.161)  0.000
C (-2.734, 3.694, 2.254)  0.002
C (-2.208, 2.257, 2.031)  0.002
N (-0.782, 2.279, 1.636)  0.046
C (-0.641, 3.164, 0.458)  0.001
C (-1.096, 4.599, 0.802)  0.002
H (-0.188, 2.172, 3.613)  0.000
H (1.599, 2.223, 1.931)  0.003
H (0.221, 4.980, 3.065)  0.000
H (-1.028, 4.290, 4.116)  0.000
H (-3.495, 3.955, 1.515)  0.000
H (-3.190, 3.786, 3.243)  0.000
H (-2.761, 1.736, 1.252)  0.000
H (-2.293, 1.655, 2.934)  0.000
H (-1.236, 2.734, -0.346)  0.000
H (0.401, 3.142, 0.146)  0.000
H (-1.877, 4.930, 0.113)  0.000
H (-0.264, 5.303, 0.726)  0.000


ORCA calculation (wB97M-V/def2-TZVPD) on a molecular structure, C32H35MgN8O3.

The HOMO energy comes out at -9.1 eV. The net charge is +1. For the orbital gap, the calculation gives 0.2177 hartree.

Last column: Löwdin charge in e.
Atoms and positions in Å:
Mg (19.903, 11.377, -14.411)  0.630
N (16.586, 11.287, -13.521)  -0.531
O (16.185, 10.485, -12.670)  0.006
O (15.844, 12.174, -13.957)  0.005
O (17.761, 11.207, -13.956)  -0.110
N (13.783, 9.853, -14.455)  0.015
C (12.893, 10.495, -15.300)  -0.138
C (12.002, 9.581, -15.773)  -0.107
C (12.349, 8.318, -15.210)  -0.103
C (13.428, 8.545, -14.399)  -0.177
H (14.531, 10.287, -13.947)  0.076
H (13.042, 11.560, -15.407)  0.097
H (11.147, 9.795, -16.392)  0.093
H (11.767, 7.419, -15.311)  0.092
H (13.883, 7.865, -13.692)  0.111
N (13.608, 10.043, -10.883)  0.017
C (12.326, 9.921, -11.324)  -0.151
C (11.472, 10.059, -10.272)  -0.112
C (12.263, 10.224, -9.114)  -0.117
C (13.583, 10.176, -9.498)  -0.130
H (14.427, 10.104, -11.463)  0.091
H (12.133, 9.775, -12.376)  0.093
H (10.397, 10.048, -10.315)  0.093
H (11.890, 10.299, -8.106)  0.089
H (14.539, 10.269, -9.011)  0.095
N (13.709, 14.164, -13.736)  0.020
C (12.357, 14.145, -13.655)  -0.152
C (11.876, 15.425, -13.561)  -0.102
C (13.017, 16.280, -13.479)  -0.108
C (14.121, 15.465, -13.596)  -0.155
H (14.350, 13.392, -13.654)  0.089
H (11.802, 13.219, -13.666)  0.106
H (10.868, 15.788, -13.456)  0.091
H (12.935, 17.350, -13.393)  0.087
H (15.145, 15.787, -13.485)  0.078
N (19.744, 9.505, -15.187)  -0.018
C (19.123, 8.463, -14.594)  -0.093
C (19.137, 7.142, -15.041)  -0.020
C (19.871, 6.874, -16.165)  -0.044
C (20.546, 7.882, -16.863)  -0.021
C (20.362, 9.144, -16.340)  -0.132
H (18.647, 8.658, -13.639)  0.119
H (18.613, 6.366, -14.506)  0.122
H (20.006, 5.848, -16.497)  0.122
H (21.292, 7.562, -17.572)  0.120
H (20.938, 9.891, -16.887)  0.117
N (19.806, 13.362, -13.878)  -0.012
C (18.676, 14.102, -13.922)  -0.097
C (18.509, 15.282, -13.237)  -0.023
C (19.536, 15.741, -12.437)  -0.024
C (20.727, 15.017, -12.358)  -0.031
C (20.848, 13.960, -13.229)  -0.114
H (17.907, 13.758, -14.604)  0.114
H (17.569, 15.799, -13.364)  0.107
H (19.391, 16.676, -11.909)  0.124
H (21.583, 15.526, -11.936)  0.118
H (21.813, 13.522, -13.464)  0.119
N (20.538, 10.621, -12.644)  -0.006
C (21.595, 9.779, -12.519)  -0.114
C (22.110, 9.317, -11.325)  -0.025
C (21.510, 9.743, -10.134)  -0.023
C (20.400, 10.528, -10.234)  -0.031
C (19.898, 10.856, -11.485)  -0.093
H (22.155, 9.532, -13.414)  0.119
H (23.049, 8.788, -11.391)  0.118
H (22.010, 9.526, -9.199)  0.124
H (19.803, 10.891, -9.408)  0.124
H (18.977, 11.426, -11.480)  0.124
N (19.199, 12.003, -16.387)  -0.011
C (18.101, 11.438, -16.955)  -0.105
C (17.433, 11.973, -18.041)  -0.018
C (17.928, 13.132, -18.630)  -0.027
C (19.164, 13.583, -18.207)  -0.041
C (19.752, 12.982, -17.106)  -0.136
H (17.747, 10.541, -16.468)  0.111
H (16.547, 11.447, -18.366)  0.121
H (17.389, 13.559, -19.465)  0.121
H (19.692, 14.340, -18.769)  0.116
H (20.648, 13.475, -16.738)  0.116